# 1
Molecular formula: C56H70F6O15
Method: DFT, ωB97M-V/def2-TZVPD

Calculated values
Molar mass   1097.149 g mol⁻¹
E_tot   -106222.30320 eV
Net charge   0
Energy above the lowest of the compared OMol25 structures with the same formula, charge and spin   87.4 kcal/mol
SMILES   CCOC(=O)OC.CCOC(=O)OC.CCOC(=O)OC.CCOC(=O)OC.CCOC(=O)OC.Fc1ccccc1.Fc1ccccc1.Fc1ccccc1.Fc1ccccc1.Fc1ccccc1.Fc1ccccc1
E_HOMO   -9.02 eV
Frontier orbital gap   9.58 eV

Structure (XYZ):
```
147
Properties=species:S:1:pos:R:3:forces:R:3:lowdin_charge:R:1
C 1.9514 -5.6140 3.3266 1.1283 1.0431 0.0015 -0.0611
C 0.5602 -5.9266 3.6641 -2.9129 -1.7721 -0.8654 -0.2244
O -0.3453 -4.8255 3.5045 0.7419 2.5582 0.2042 -0.0083
C -1.6752 -4.8889 3.3687 1.4376 -0.5569 0.5641 -0.6322
O -2.2624 -5.9135 3.2687 -1.3309 -1.3451 -0.2971 0.1466
O -2.1850 -3.6708 3.4115 0.7167 1.0046 0.2965 -0.0014
C -3.5837 -3.4811 3.3439 -1.0104 -0.0621 -0.9818 -0.0276
H 2.0314 -5.1245 2.3559 -0.1337 -0.0273 -0.0843 0.0653
H 2.5431 -6.5271 3.2613 -0.0991 -0.0489 0.1543 0.0927
H 2.4068 -4.9443 4.0561 0.1138 -0.0099 0.0875 0.0809
H 0.3702 -6.3957 4.6295 0.3475 0.2713 0.2779 0.1333
H 0.1764 -6.6494 2.9441 0.1906 -0.4529 -0.0310 0.1123
H -4.1135 -3.5674 4.2925 0.3872 -0.4022 0.1607 0.1079
H -4.0058 -4.1450 2.5895 -0.0997 -0.2979 0.2888 0.1031
H -3.7985 -2.4784 2.9742 0.6022 -0.0650 0.1022 0.0614
C -5.6943 0.5886 -0.8905 -0.2828 -0.5291 0.0109 -0.0519
C -4.2331 0.9180 -0.5936 -0.6221 0.5111 -0.1637 -0.1585
O -3.9578 2.2841 -1.0566 0.8209 -1.4177 -0.6509 0.0116
C -4.1159 3.3226 -0.2797 -1.8962 1.1017 2.4434 -0.5700
O -4.5715 3.3044 0.8737 1.3423 0.2548 -2.3268 0.0985
O -3.8439 4.4187 -1.0255 1.0365 -1.2029 -0.6274 -0.0123
C -3.8720 5.7024 -0.4616 -1.2570 0.7735 1.5581 -0.0583
H -6.3761 1.4330 -0.7889 0.2618 0.1139 0.4286 0.0840
H -6.0091 -0.2071 -0.2154 -0.1349 0.0916 0.2252 0.0680
H -5.9231 0.1828 -1.8760 0.5751 0.1182 -0.2732 0.0709
H -3.5436 0.2656 -1.1295 -0.0434 0.2928 -0.2072 0.1044
H -4.0063 0.7736 0.4627 -0.0613 0.5896 0.0156 0.1008
H -4.9264 5.8974 -0.2657 -0.0358 0.3379 0.3492 0.0956
H -3.5301 6.5223 -1.0933 0.2513 -0.8252 -0.6469 0.0802
H -3.3091 5.7873 0.4679 -0.0032 -0.3097 -0.0448 0.0902
C 0.8941 3.2370 0.5432 -0.0569 -0.1722 -0.7158 -0.0482
C 1.5502 4.5607 0.9196 -1.0830 -0.3581 0.4711 -0.1772
O 1.3916 5.5977 -0.0553 1.2000 -0.3203 -0.5256 0.0265
C 0.2600 6.2311 -0.3101 -2.3251 -0.7525 1.8989 -0.5915
O -0.7719 6.1912 0.3695 1.7998 0.0158 -1.0922 0.0982
O 0.4269 6.9018 -1.4179 0.7631 -0.2998 -0.9461 0.0073
C -0.6276 7.6945 -1.9021 -0.4129 0.9464 -0.3323 -0.0433
H 0.9554 2.5307 1.3711 0.0057 0.0922 0.0842 0.0849
H 1.3799 2.7668 -0.3118 0.4738 0.0186 0.0049 0.0691
H -0.1373 3.2761 0.1927 -0.1234 0.5042 0.6252 0.0588
H 2.6182 4.3710 1.0274 0.0215 0.4534 -0.1731 0.1141
H 1.1643 4.9171 1.8746 -0.0406 0.0416 0.0159 0.1244
H -1.5993 7.2035 -1.9562 0.1752 -0.1268 0.6699 0.0805
H -0.4381 7.9730 -2.9388 0.5775 -0.1888 0.1164 0.0951
H -0.5853 8.6000 -1.2969 -0.7543 0.0840 -0.0566 0.1046
C 3.1153 4.7755 -5.4781 0.6456 0.7687 0.1709 -0.0605
C 1.6068 4.6751 -5.5284 1.2013 0.1472 0.0909 -0.1729
O 1.2563 3.7472 -4.4969 1.2115 -0.6879 -0.8849 0.0533
C 0.2759 4.0172 -3.7035 -3.7773 0.7647 0.3959 -0.6013
O -0.4121 5.0268 -3.6688 0.9478 -0.3340 0.0559 0.1106
O -0.0329 2.9128 -3.0368 0.8178 -1.2715 0.1848 0.0021
C -1.2453 2.6783 -2.3187 0.0140 0.6227 0.6419 -0.0333
H 3.6523 3.8270 -5.4706 -0.4891 -0.1598 0.1818 0.0683
H 3.3955 5.3359 -4.5862 0.2076 -0.1044 0.0562 0.0689
H 3.5282 5.3103 -6.3334 -0.2806 0.2492 -0.1246 0.0784
H 1.3847 4.2866 -6.5223 -0.8558 -0.2014 0.2555 0.1263
H 1.1115 5.6191 -5.3011 0.0210 -0.0531 -0.3683 0.1231
H -1.2003 1.6469 -1.9691 0.0596 0.0404 -0.3066 0.0690
H -2.1619 2.8518 -2.8824 0.3034 0.1098 -0.2677 0.0986
H -1.2778 3.2942 -1.4200 -0.1218 0.2186 -0.1907 0.0740
C 4.4191 5.1001 -1.6589 -0.7311 -0.3805 -0.8076 -0.0486
C 4.5067 3.5533 -1.5707 -0.4706 -0.4202 0.9057 -0.1727
O 4.2782 2.9601 -2.8770 0.8314 -0.7877 0.0699 0.0055
C 4.0329 1.6288 -3.0995 -2.7343 -0.2384 3.0853 -0.4744
O 3.8073 0.7120 -2.2521 1.6523 3.2784 -2.8784 0.0617
O 3.7105 1.5943 -4.3961 0.4916 -0.0671 0.3089 -0.0119
C 3.0868 0.4160 -4.8194 0.5925 -2.2234 -0.9733 -0.0564
H 5.0689 5.5804 -2.3905 0.4118 -0.4309 0.0653 0.0731
H 4.4839 5.6766 -0.7361 0.3948 -0.6572 0.3411 0.0774
H 3.4177 5.3598 -2.0021 -0.2035 -0.2009 -0.1075 0.0598
H 3.7437 3.1532 -0.9031 -0.5790 0.3002 -0.1071 0.0969
H 5.3750 3.1315 -1.0645 0.6992 0.3275 -0.6710 0.1198
H 2.0285 0.2950 -4.5883 0.1058 0.4734 0.3154 0.0950
H 3.6536 -0.4510 -4.4800 -0.2626 -0.0673 0.8047 0.0878
H 3.2451 0.2472 -5.8846 -0.2939 1.0011 -0.2787 0.0962
F -0.7134 -6.8142 -3.4896 -0.1219 0.0045 -0.1662 0.0574
C -0.4222 -6.1378 -2.3666 0.8748 0.5188 0.4805 -0.2872
C 0.4683 -5.0464 -2.4536 0.2504 -0.3886 0.6606 -0.0332
C 0.8295 -4.3394 -1.3137 -1.2586 -1.1085 1.8295 -0.0548
C 0.2454 -4.7076 -0.0184 0.2898 -0.4697 -2.1690 -0.0394
C -0.5488 -5.8514 0.0169 -0.0568 -0.2577 -0.9737 -0.0654
C -0.8834 -6.5895 -1.1544 -0.0058 1.1158 0.3582 -0.0054
H 1.0180 -4.8595 -3.3643 -0.2924 0.0567 -0.3094 0.1077
H 1.6111 -3.5962 -1.3713 -0.1721 0.2522 0.0438 0.0745
H 0.4069 -4.1483 0.8913 0.2834 0.1305 -0.0837 0.0730
H -0.9540 -6.2788 0.9222 -0.0135 0.4037 0.3452 0.0849
H -1.5870 -7.4073 -1.1039 0.1624 -0.1885 0.0056 0.1152
F 4.5294 -6.1919 0.2936 0.2609 0.1634 0.6577 0.0433
C 4.7247 -4.8833 0.0226 -0.5786 0.7129 -1.2326 -0.2558
C 5.1303 -3.9568 1.0043 -0.9500 -0.9330 -1.0634 -0.0204
C 5.2671 -2.6223 0.6126 0.8243 -0.2001 -1.5257 -0.0777
C 5.1102 -2.2781 -0.7533 -0.6140 -0.1809 0.9930 -0.0849
C 4.5656 -3.1979 -1.6421 1.0015 -0.0003 -0.6348 -0.1113
C 4.4145 -4.5200 -1.3128 0.1143 -0.2979 2.0990 -0.0236
H 5.2150 -4.3372 2.0115 0.2730 0.2503 0.1545 0.1110
H 5.6790 -1.8733 1.2727 -0.2069 -0.0384 0.2749 0.1045
H 5.3380 -1.2913 -1.1284 -0.1043 0.1846 0.2608 0.0909
H 4.4357 -2.9691 -2.6896 -0.1798 0.4990 -0.0469 0.1042
H 4.0205 -5.2448 -2.0099 0.1011 -0.1421 0.0765 0.1153
F -1.6446 -0.8261 -2.3269 0.5815 0.3326 -0.4420 0.0317
C -1.3141 -0.7654 -3.6493 -1.4796 -0.0724 -1.3214 -0.2491
C -2.1862 -0.0486 -4.5132 2.2679 -0.3989 -0.4723 0.0153
C -1.9307 -0.2028 -5.9076 -0.7356 -0.1378 1.5811 -0.0737
C -1.0916 -1.2001 -6.3705 0.3723 -0.1829 -0.1257 -0.1060
C -0.2914 -1.9480 -5.5024 -0.5947 0.9994 0.2250 -0.0726
C -0.3378 -1.6356 -4.1439 -1.1163 -0.7459 0.4965 -0.0222
H -2.9032 0.6589 -4.1236 -0.1245 -0.1020 0.0116 0.1050
H -2.5049 0.3592 -6.6293 -0.1348 0.0857 0.0669 0.1008
H -1.1327 -1.4141 -7.4283 0.3042 -0.0526 -0.1057 0.0990
H 0.2795 -2.7984 -5.8452 0.1710 0.0980 -0.0517 0.1035
H 0.0720 -2.3349 -3.4302 0.4813 0.1842 0.1756 0.0925
F -3.1468 -0.3244 2.8097 0.8494 -0.5820 -0.9836 0.0516
C -3.9834 -0.0205 3.7827 -0.5484 1.7561 1.9763 -0.3030
C -3.4626 0.6949 4.8953 -1.4668 -1.0425 -0.0214 0.0057
C -4.3719 1.1077 5.8977 -0.4205 -1.5129 -2.3886 -0.0540
C -5.7382 0.7760 5.6760 -0.2556 1.0107 0.0120 -0.0796
C -6.2649 0.1751 4.4943 1.6612 -0.0751 1.3370 -0.0611
C -5.3395 -0.2775 3.5785 1.1817 0.4531 -0.4258 -0.0384
H -2.3990 0.8054 5.0473 0.0767 0.2076 -0.3425 0.0917
H -3.9509 1.6497 6.7317 -0.5550 -0.0458 0.2685 0.1015
H -6.4361 1.1507 6.4101 -0.2026 -0.1296 0.1110 0.0883
H -7.3038 -0.0367 4.2887 -0.1438 0.3223 0.4655 0.1045
H -5.5760 -0.7150 2.6198 -0.3489 -0.1600 -0.0003 0.1114
F 2.1122 0.4562 6.4977 -0.0750 0.1518 -0.2152 0.0587
C 1.4051 -0.6807 6.3683 0.5842 -1.3850 1.2208 -0.2766
C 0.2188 -0.6818 5.6743 0.1585 1.9818 -0.0195 -0.0544
C -0.5781 -1.7815 5.5734 0.5284 -1.6214 0.4371 -0.0827
C -0.0951 -2.9502 6.1662 0.5852 -0.5319 0.4663 -0.0795
C 1.0988 -2.9909 6.9294 -1.0108 1.4661 -0.4765 -0.0636
C 1.8579 -1.8136 7.0661 -0.8033 -0.3620 -0.6924 -0.0019
H -0.0863 0.2854 5.3032 -0.0855 0.0846 -0.3250 0.1112
H -1.5217 -1.7887 5.0481 0.0472 0.1084 -0.0701 0.0961
H -0.6242 -3.8855 6.0578 -0.2851 0.0437 0.0314 0.0946
H 1.3177 -3.8705 7.5167 0.2648 -0.1175 -0.2083 0.0991
H 2.7315 -1.8033 7.7010 0.0978 0.2381 -0.0927 0.1098
F -1.3616 0.7766 0.6067 -0.6000 0.5238 0.0480 0.0829
C -0.3196 -0.0040 0.8785 0.8894 -1.0821 -0.6351 -0.3242
C -0.1707 -0.6094 2.0787 0.1377 -0.6789 2.4121 -0.0070
C 0.9051 -1.4848 2.3470 -0.1647 0.5942 -1.8385 -0.0316
C 1.8253 -1.7080 1.3014 -0.3099 -0.2594 1.7659 -0.0948
C 1.7242 -1.0383 0.1055 -0.9958 -0.6566 -0.2578 -0.0635
C 0.5757 -0.2849 -0.1141 0.9770 1.1794 -1.2560 -0.0168
H -0.9120 -0.3783 2.8293 0.0450 -0.1780 0.2090 0.0895
H 1.0265 -2.0267 3.2733 -0.2710 0.1591 0.1223 0.0924
H 2.5901 -2.4461 1.4934 0.3538 0.0971 -0.1989 0.0854
H 2.4206 -1.2784 -0.6843 0.0591 0.3883 -0.1529 0.0866
H 0.4248 0.2446 -1.0432 0.1117 -0.1313 -0.3310 0.1057
```
Forces are in eV/Å.

# 2
Molecular formula: C3H9N
Method: DFT, ωB97M-V/def2-TZVPD

Calculated values
Molar mass   59.112 g mol⁻¹
E_tot   -4745.22624 eV
Net charge   0
Energy above the lowest of the compared OMol25 structures with the same formula, charge and spin   43.4 kcal/mol
SMILES   CCNC
E_HOMO   -8.81 eV
Frontier orbital gap   10.04 eV

Structure (XYZ):
```
13
Properties=species:S:1:pos:R:3:forces:R:3:lowdin_charge:R:1
C -1.0363 -1.4262 -0.0439 -2.8824 1.2460 -0.5447 -0.1174
C -0.3532 -0.2429 -0.7473 -0.2163 0.1387 0.2640 -0.2851
N 0.8666 0.0440 0.0517 -0.3183 1.2065 -1.0720 -0.1546
C 0.8766 1.3856 0.5896 1.6634 1.2887 4.2071 -0.2108
H -1.5447 -2.0305 -0.8095 0.7420 -0.6110 0.2863 0.0611
H -1.9508 -1.0770 0.4744 0.5736 0.0294 0.4315 0.0643
H -0.4003 -1.9174 0.6701 0.2592 -0.4080 -0.1685 0.0613
H -0.9319 0.7375 -0.8489 0.3472 -1.5108 0.4688 0.1199
H -0.2978 -0.6188 -1.7855 1.2272 0.6508 0.1961 0.0960
H 1.7342 -0.1849 -0.3903 0.2541 -0.1050 -0.4700 0.0908
H 1.8060 1.5923 1.2339 -0.4438 -1.1486 -0.9124 0.0715
H 1.0237 2.3847 0.0336 -1.5270 -1.6078 -0.0963 0.0885
H 0.2080 1.3535 1.5718 0.3211 0.8311 -2.5900 0.1144
```
Forces are in eV/Å.

# 3
Molecular formula: C5H13N
Method: DFT, ωB97M-V/def2-TZVPD

Calculated values
Molar mass   87.166 g mol⁻¹
E_tot   -6884.90553 eV
Net charge   0
Energy above the lowest of the compared OMol25 structures with the same formula, charge and spin   29.8 kcal/mol
SMILES   C=NC.CCC
E_HOMO   -9.80 eV
Frontier orbital gap   10.87 eV

Structure (XYZ):
```
19
Properties=species:S:1:pos:R:3:forces:R:3:lowdin_charge:R:1
C -0.1522 -3.0647 -1.0390 -0.2260 0.1937 -0.0540 -0.0825
N -1.3487 -2.6885 -0.9010 0.4947 -0.3972 0.1234 -0.0942
C -1.7418 -1.4782 -1.5637 -0.6682 0.1782 0.2622 -0.1693
H 0.1777 -3.9664 -0.5379 0.0658 -0.1158 0.0161 0.0591
H 0.5811 -2.5153 -1.6505 -0.0913 -0.0560 0.1142 0.0714
H -0.9162 -0.9716 -2.0746 -0.1458 0.0662 -0.1305 0.0676
H -2.2073 -0.8257 -0.8198 0.3201 0.1639 0.0318 0.0729
H -2.5828 -1.7065 -2.2214 0.2601 -0.0153 -0.3530 0.0747
C 0.8768 1.1866 0.2969 0.7034 0.1753 -0.4299 -0.1307
C 1.3140 2.5455 0.8524 0.0044 -0.3224 -0.1432 -0.3270
C 0.7761 2.8361 2.2404 -0.0582 0.9196 0.3158 -0.1355
H 1.0579 0.3896 1.0196 -0.4447 -0.0048 0.0785 0.0713
H 1.5039 0.9305 -0.5579 0.1039 0.0243 -0.1256 0.0612
H -0.1320 1.2018 -0.1105 -0.2520 -0.1582 0.4781 0.0608
H 0.9881 3.3243 0.1646 -0.0514 0.1316 -0.0434 0.0962
H 2.4069 2.5926 0.8428 -0.0402 -0.0244 0.1705 0.0978
H 1.1387 3.8080 2.6082 0.0148 -0.1799 -0.1614 0.0683
H -0.3138 2.9322 2.2478 0.0387 -0.2807 -0.0434 0.0714
H 1.0775 2.1147 2.9961 -0.0281 -0.2983 -0.1063 0.0665
```
Forces are in eV/Å.